42
Properties=species:S:1:pos:R:3 method="wB97M-V/def2-TZVPD" largest_force_ev_per_a=1.2 total_energy_ha=-1655.0595 homo_ha=-0.31486 orbital_gap_ha=0.3044 smiles="O=C(Nc1ccccc1)Nc1ccc(Oc2ncnc3cc(Cl)ccc23)nc1"
O -4.364 -2.639 0.730
C -3.753 -1.614 0.537
N -4.293 -0.387 0.282
C -5.641 -0.054 0.102
C -6.651 -1.006 0.022
C -7.959 -0.600 -0.176
C -8.274 0.743 -0.297
C -7.266 1.690 -0.219
C -5.957 1.297 -0.022
N -2.365 -1.617 0.616
C -1.428 -0.681 0.196
C -1.619 0.154 -0.913
C -0.630 1.048 -1.266
C 0.538 1.075 -0.502
O 1.480 1.999 -0.816
C 2.700 1.941 -0.213
N 3.089 3.046 0.365
C 4.290 3.044 0.957
N 5.114 2.046 1.044
C 4.760 0.899 0.425
C 5.643 -0.197 0.456
C 5.311 -1.345 -0.212
Cl 6.379 -2.697 -0.187
C 4.115 -1.449 -0.944
C 3.238 -0.401 -0.976
C 3.526 0.785 -0.276
N 0.747 0.263 0.520
C -0.201 -0.590 0.855
H -3.667 0.405 0.325
H -6.409 -2.050 0.122
H -8.738 -1.344 -0.235
H -9.297 1.051 -0.451
H -7.499 2.741 -0.312
H -5.171 2.039 0.038
H -2.000 -2.448 1.060
H -2.515 0.080 -1.511
H -0.733 1.708 -2.110
H 4.582 3.976 1.424
H 6.568 -0.097 1.000
H 3.903 -2.362 -1.479
H 2.327 -0.478 -1.550
H 0.031 -1.236 1.691